Molecular formula: C5H12BrF3LiO5S
Method: DFT, wB97M-V/def2-TZVPD

Calculated values
LUMO level   2.31 eV
Net charge   -1
Frontier orbital gap   7.13 eV
Multiplicity   1

The geometry in XYZ format:
```
28
Properties=species:S:1:pos:R:3:forces:R:3
Li 9.566939 -14.715666 12.703280 0.4 -0.1 0.5
Br 9.001798 -15.564174 14.987644 -0.2 0.1 -0.3
C 13.340979 -13.982615 10.666688 0.2 0.1 -0.2
F 12.560474 -13.838905 9.575704 -0.1 0.0 0.1
F 14.573394 -14.285835 10.229033 -0.1 0.0 0.0
F 13.413063 -12.777966 11.258391 0.0 0.0 0.0
S 12.709693 -15.276191 11.806594 0.1 0.0 0.0
O 11.438379 -14.707213 12.224825 -0.2 0.3 0.1
O 12.574869 -16.421817 10.942757 0.0 -0.2 -0.1
O 13.739067 -15.324103 12.808606 -0.1 0.0 0.0
C 10.041439 -11.485447 10.982131 -0.1 0.5 0.2
C 8.775850 -12.303867 11.054811 -0.1 -0.4 -0.4
O 8.626385 -12.899742 12.350897 0.0 0.0 -0.3
H 10.161501 -10.893747 11.892683 -0.1 0.0 0.0
H 9.982383 -10.779807 10.149902 0.1 -0.1 -0.1
H 10.922318 -12.106970 10.872257 0.1 -0.1 0.0
H 8.817827 -13.109065 10.309528 0.1 0.0 0.1
H 7.886617 -11.725067 10.788868 0.0 0.2 0.3
H 7.750805 -12.694717 12.684289 0.1 -0.2 0.3
C 6.799558 -16.834129 11.686925 -0.3 -0.3 -0.3
C 7.528792 -15.824196 10.834173 -0.1 0.3 0.1
O 8.905867 -15.738459 11.202975 -0.4 0.1 -0.5
H 7.255972 -17.822119 11.611345 0.2 0.1 0.1
H 5.768915 -16.960875 11.337873 0.0 0.2 0.1
H 6.805760 -16.499273 12.722922 0.1 -0.2 0.1
H 7.095348 -14.834065 11.006254 0.1 0.0 0.0
H 7.431022 -15.996496 9.758103 0.1 -0.2 0.0
H 9.423898 -16.307549 10.627746 0.3 0.0 0.2
```
Positions in Å, forces in eV/Å.

Here are the Mulliken charges for atoms 1 to 8, given in e: 0.65 -0.86 0.55 -0.25 -0.25 -0.24 1.11 -0.54